{"formula": "C27H43AsN3O2RuSi2", "method": "ωB97M-V/def2-TZVPD", "total_energy_ha": -4279.055541, "homo_lumo_gap_ev": [7.10, 6.09], "homo_energy_ev": [-6.89, -6.93], "spin_multiplicity": 2, "charge": 0, "species": ["Ru", "C", "N", "C", "C", "C", "N", "C", "C", "C", "C", "C", "C", "C", "O", "C", "C", "C", "N", "C", "C", "C", "C", "C", "C", "C", "O", "H", "H", "H", "H", "H", "H", "H", "H", "H", "H", "H", "H", "H", "H", "H", "H", "H", "H", "H", "H", "H", "H", "H", "H", "H", "C", "Si", "C", "C", "As", "Si", "C", "C", "C", "H", "H", "H", "H", "H", "H", "H", "H", "H", "H", "H", "H", "H", "H", "H", "H", "H", "H"], "xyz": [[-0.130, 0.810, -0.352], [-0.268, 0.004, -3.882], [-0.263, 1.203, -3.055], [-1.490, 1.983, -3.245], [-2.821, 1.273, -2.973], [-2.852, 0.474, -1.657], [-2.128, 1.156, -0.615], [-2.832, 2.068, 0.058], [-2.369, 3.084, 0.912], [-3.307, 3.929, 1.548], [-2.918, 4.973, 2.351], [-1.566, 5.218, 2.573], [-0.612, 4.427, 1.966], [-0.968, 3.359, 1.122], [-0.036, 2.693, 0.533], [0.895, 2.044, -3.396], [1.705, 2.507, -2.189], [2.517, 1.371, -1.542], [1.928, 0.838, -0.338], [2.674, 0.874, 0.746], [2.462, 0.295, 2.015], [3.501, 0.409, 2.963], [3.410, -0.146, 4.214], [2.260, -0.846, 4.575], [1.223, -0.987, 3.680], [1.276, -0.422, 2.391], [0.282, -0.586, 1.586], [-0.374, 0.244, -4.951], [-1.083, -0.656, -3.590], [0.666, -0.539, -3.728], [-1.542, 2.359, -4.284], [-1.422, 2.846, -2.575], [-3.082, 0.606, -3.797], [-3.574, 2.066, -2.933], [-2.399, -0.513, -1.820], [-3.903, 0.327, -1.359], [-3.916, 2.029, -0.067], [-4.359, 3.734, 1.385], [-3.663, 5.599, 2.816], [-1.262, 6.030, 3.214], [0.439, 4.609, 2.135], [0.564, 2.930, -3.951], [1.565, 1.484, -4.057], [1.050, 2.964, -1.440], [2.395, 3.276, -2.537], [3.536, 1.734, -1.331], [2.595, 0.543, -2.258], [3.645, 1.371, 0.655], [4.400, 0.937, 2.675], [4.225, -0.047, 4.914], [2.192, -1.296, 5.554], [0.327, -1.522, 3.959], [2.505, -3.428, 1.451], [1.902, -2.940, -0.303], [3.402, -2.104, -1.168], [1.627, -4.609, -1.235], [-0.025, -1.615, -0.775], [-1.704, -2.534, 0.621], [-2.935, -3.399, -0.591], [-1.150, -3.941, 1.801], [-2.679, -1.185, 1.573], [3.416, -4.017, 1.377], [1.769, -4.023, 1.979], [2.719, -2.557, 2.060], [4.188, -2.820, -1.390], [3.831, -1.331, -0.536], [3.096, -1.648, -2.108], [2.515, -5.231, -1.186], [1.389, -4.439, -2.283], [0.807, -5.171, -0.798], [-2.406, -4.099, -1.233], [-3.436, -2.680, -1.232], [-3.696, -3.953, -0.052], [-0.555, -4.672, 1.264], [-2.019, -4.449, 2.208], [-0.563, -3.566, 2.632], [-3.699, -1.087, 1.216], [-2.175, -0.226, 1.452], [-2.719, -1.397, 2.637]], "forces_ev_per_angstrom": [[0.8, -1.4, -0.7], [0.0, -0.3, 0.1], [-0.1, 0.1, 0.6], [-0.4, 0.2, -0.1], [0.4, -0.1, 0.3], [-0.4, -0.4, -0.4], [-1.4, 1.7, 1.9], [0.7, -1.9, -1.5], [1.0, 0.8, 1.0], [0.2, -0.1, 0.0], [-0.6, 0.0, 0.0], [0.5, -0.5, -0.5], [-0.2, 0.6, 0.5], [-0.5, -0.6, -0.6], [0.4, -0.2, 0.0], [0.4, 0.4, 0.2], [-0.1, -0.2, -0.1], [0.3, 0.3, -0.4], [0.8, 0.5, 2.2], [-0.4, 0.1, -2.2], [-0.7, -0.5, 1.3], [-0.2, 0.0, -0.2], [0.4, 0.1, 0.1], [-0.3, -0.1, -0.4], [0.1, 0.0, 0.5], [0.3, 0.5, -0.5], [-0.8, 0.9, -0.4], [0.0, 0.1, 0.1], [0.0, 0.0, 0.0], [-0.1, 0.0, 0.0], [0.1, 0.0, 0.2], [0.0, 0.0, -0.1], [-0.1, 0.0, 0.0], [0.0, -0.1, -0.1], [-0.1, 0.2, 0.1], [0.2, -0.1, -0.1], [0.0, 0.1, -0.2], [-0.1, 0.0, 0.0], [-0.1, 0.0, 0.0], [0.1, 0.1, 0.1], [0.1, 0.0, -0.1], [0.0, -0.1, -0.1], [-0.1, 0.0, 0.0], [0.1, 0.1, -0.1], [0.0, 0.1, 0.0], [-0.2, -0.2, -0.1], [0.1, 0.1, 0.1], [0.0, -0.2, -0.2], [0.1, 0.1, 0.0], [0.1, 0.0, 0.0], [-0.1, 0.0, 0.1], [-0.1, 0.0, -0.1], [-0.6, 0.5, -0.5], [1.1, -0.8, -0.4], [-0.7, -0.1, 0.3], [-0.2, 0.8, 0.3], [0.0, -0.1, 0.3], [-1.0, -0.7, 0.3], [0.7, 0.4, 0.4], [0.0, 0.7, -0.5], [0.6, -0.2, -0.4], [0.2, -0.1, -0.3], [-0.2, -0.1, 0.1], [0.1, 0.1, 0.1], [0.1, -0.3, 0.0], [0.0, 0.1, 0.1], [0.0, 0.1, -0.1], [0.2, 0.0, 0.1], [0.0, 0.0, -0.1], [-0.2, -0.1, 0.1], [0.1, -0.1, -0.1], [-0.1, 0.2, -0.1], [-0.2, -0.1, 0.2], [0.1, -0.2, -0.1], [-0.2, 0.0, 0.0], [0.2, 0.1, 0.1], [-0.2, -0.1, -0.2], [0.0, -0.1, 0.1], [0.1, -0.2, 0.2]]}


{"formula": "C11H19AgF3O5", "method": "ωB97M-V/def2-TZVPD", "total_energy_ha": -1253.210387, "homo_lumo_gap_ev": [6.41, 5.98], "homo_energy_ev": [-1.57, -1.15], "spin_multiplicity": 2, "e_above_lowest_ev": 0.000, "charge": -2, "species": ["Ag", "F", "F", "F", "C", "C", "C", "O", "H", "H", "H", "H", "H", "H", "H", "O", "C", "O", "C", "C", "C", "H", "H", "H", "H", "H", "H", "O", "C", "O", "C", "C", "C", "H", "H", "H", "H", "H", "H"], "xyz": [[-0.173, 0.694, -1.951], [1.228, -0.473, -3.287], [-0.206, 2.451, -3.436], [1.645, 1.424, -0.755], [-2.046, -2.634, 0.343], [-1.666, -2.329, -1.110], [-2.507, -3.094, -2.154], [-1.505, -0.974, -1.266], [-3.078, -2.338, 0.577], [-1.380, -2.131, 1.042], [-1.939, -3.721, 0.463], [-0.681, -2.834, -1.114], [-3.362, -2.504, -2.476], [-2.780, -4.080, -1.756], [-1.838, -3.400, -2.962], [-1.403, 2.210, -0.659], [-0.945, 3.004, 0.093], [-0.239, 2.645, 1.170], [0.478, 3.768, 1.643], [0.195, 4.962, 0.712], [-1.076, 4.515, -0.025], [1.541, 3.527, 1.666], [0.217, 4.151, 2.636], [0.972, 5.119, -0.040], [0.189, 5.883, 1.296], [-1.142, 4.781, -1.072], [-1.952, 4.778, 0.575], [1.313, -4.342, 0.042], [1.558, -3.270, 0.555], [1.512, -3.127, 1.880], [1.653, -1.709, 2.205], [2.485, -1.144, 1.119], [2.044, -1.995, -0.122], [2.086, -1.706, 3.208], [0.677, -1.227, 2.280], [3.558, -1.090, 1.288], [2.152, -0.120, 0.916], [2.954, -2.231, -0.678], [1.460, -1.442, -0.845]], "forces_ev_per_angstrom": [[1.0, -1.0, -1.8], [-0.9, 0.3, 0.8], [-0.2, -0.3, 0.6], [0.0, 0.1, 0.6], [-0.9, -0.6, -0.1], [1.8, 0.4, 0.8], [0.7, -0.3, 0.4], [-0.6, 0.5, -0.4], [0.0, 0.0, 0.0], [0.1, 0.1, -0.1], [-0.2, 0.1, 0.4], [0.1, 0.0, -0.6], [-0.1, -0.1, -0.2], [-0.5, 0.2, 0.3], [-0.2, 0.7, -0.4], [-0.9, -0.4, -0.2], [-0.1, 0.1, -0.7], [0.1, 0.6, 0.8], [1.0, 1.1, 0.0], [0.5, -0.1, -0.8], [0.6, -0.2, 1.1], [0.0, -0.2, -0.1], [-0.5, -0.9, 0.3], [0.1, -0.4, 0.1], [-0.5, 0.1, -0.1], [-0.2, 0.1, 0.0], [-0.2, 0.1, -0.4], [0.2, 0.5, 0.3], [-0.3, -0.7, -1.8], [-0.5, 0.6, 0.8], [0.2, -1.0, 1.1], [-0.9, 1.5, -1.6], [1.9, 0.1, 1.3], [0.1, 0.1, -0.1], [-0.2, -0.2, -0.3], [0.0, -0.5, 0.1], [0.2, 0.1, -0.1], [-0.2, -0.3, -0.2], [-0.8, -0.1, 0.0]]}


{"formula": "C5H8O", "method": "ωB97M-V/def2-TZVPD", "total_energy_ha": -270.474912, "homo_lumo_gap_ev": 10.51, "homo_energy_ev": -9.52, "e_above_lowest_ev": 2.258, "charge": 0, "smiles": "O[C@H]1C[C@H]2C[C@H]21", "species": ["O", "C", "C", "C", "C", "C", "H", "H", "H", "H", "H", "H", "H", "H"], "xyz": [[-0.811, 1.675, -0.450], [-0.760, 0.612, 0.480], [-1.163, -0.669, -0.247], [0.322, -1.082, -0.322], [1.393, -0.019, -0.545], [0.629, -0.003, 0.723], [-0.220, 2.378, -0.157], [-1.314, 0.855, 1.394], [-1.834, -0.553, -1.105], [-1.635, -1.346, 0.478], [0.589, -2.134, -0.285], [1.303, 0.794, -1.262], [2.424, -0.350, -0.400], [1.077, -0.159, 1.698]], "forces_ev_per_angstrom": [[0.1, 0.4, 0.2], [-0.1, -0.2, 0.3], [-0.1, 0.0, -0.1], [0.2, -0.2, 0.3], [-0.1, -0.1, -0.2], [0.1, 0.1, 0.3], [-0.1, 0.0, 0.0], [0.0, 0.0, -0.1], [0.4, -0.1, -0.1], [0.1, 0.1, -0.2], [0.2, 0.2, 0.1], [-0.2, -0.2, 0.1], [-0.4, -0.2, -0.3], [0.0, 0.2, -0.1]]}


{"formula": "C4H13NO", "method": "ωB97M-V/def2-TZVPD", "total_energy_ha": -290.025862, "homo_lumo_gap_ev": 9.45, "homo_energy_ev": -8.50, "e_above_lowest_ev": 4.655, "charge": 0, "smiles": "CCNO.CC", "species": ["C", "C", "N", "O", "H", "H", "H", "H", "H", "H", "H", "C", "C", "H", "H", "H", "H", "H", "H"], "xyz": [[0.210, 1.676, -1.008], [0.191, 2.633, 0.168], [0.532, -0.688, 1.100], [1.937, -0.839, 1.067], [2.115, -1.778, 1.203], [0.383, 0.282, 1.372], [1.162, 1.685, -1.527], [-0.602, 1.890, -1.703], [-0.723, 2.517, 0.752], [1.052, 2.455, 0.812], [0.249, 3.673, -0.160], [-0.815, -1.079, -0.001], [-0.697, -2.577, -0.254], [-1.635, -2.979, -0.639], [0.090, -2.775, -0.982], [-1.238, -0.671, -0.929], [-1.603, -0.891, 0.728], [-0.143, 0.578, -0.664], [-0.463, -3.110, 0.664]], "forces_ev_per_angstrom": [[-1.7, -2.4, 0.6], [0.1, 0.1, -0.1], [-3.1, -0.6, 0.3], [-0.3, 0.3, -1.8], [-0.4, 0.1, 0.1], [0.3, -0.2, -0.3], [0.1, -0.3, -0.1], [0.1, 0.5, -0.3], [0.0, 0.1, 0.1], [0.0, 0.0, 0.2], [0.0, 0.0, 0.0], [1.2, -1.9, 1.7], [0.2, 0.2, 0.3], [0.0, 0.1, -0.1], [0.0, -0.1, -0.1], [1.2, 0.7, -0.1], [0.4, 0.1, 0.4], [1.9, 3.3, -1.0], [0.0, 0.0, 0.1]]}